(1)
ORCA calculation (ωB97M-V with the def2-TZVPD basis set) on a 2-piece molecular cluster, C20H34N2O2 overall.

The value obtained for the energy above the lowest of the compared OMol25 structures with the same formula, charge and spin is 0.0 kcal/mol. The largest force on an atom comes out at 3.44 eV/Å. For the HOMO energy, the calculation gives -5.2 eV. The calculation puts the HOMO-LUMO gap at 4.188 eV.

```
58
Properties=species:S:1:pos:R:3:nbo_charge:R:1
O -2.5290 7.4267 0.0222 -0.75
C -2.0991 6.2682 0.1374 0.74
O -2.7943 5.2879 0.6406 -0.82
C -0.6078 5.8548 -0.2782 -0.36
N -0.7350 4.7492 -1.2466 -0.61
C 0.5606 4.1514 -1.6189 -0.21
C 1.3636 3.5529 -0.4164 -0.42
C 0.6865 2.3021 0.2476 -0.46
C 1.1420 2.2003 1.7540 0.10
C 0.3072 1.4806 2.7368 -0.26
C 0.7469 1.3793 4.1166 -0.22
C 1.9767 1.9978 4.5989 -0.23
C 2.8095 2.7154 3.6520 -0.21
C 2.3723 2.7754 2.2660 -0.26
H -0.1011 6.7766 -0.6780 0.16
H -0.1092 5.5695 0.6822 0.19
H -1.0658 5.1996 -2.1086 0.35
H 0.4555 3.4107 -2.4658 0.17
H 1.2055 4.9871 -2.0496 0.15
H 2.3618 3.2067 -0.8200 0.19
H 1.5987 4.3822 0.2909 0.23
H -0.4346 2.3537 0.1603 0.25
H 0.9781 1.3315 -0.2535 0.18
H -0.6521 1.0097 2.4321 0.21
H 0.1453 0.8174 4.8691 0.21
H 2.3187 1.9426 5.6570 0.22
H 3.7567 3.2100 3.9773 0.22
H 3.0323 3.3416 1.5619 0.22
C -3.4808 -3.5140 -2.2738 -0.61
C -2.1236 -4.1436 -2.5915 -0.44
C -1.4403 -4.7647 -1.3719 -0.20
N -0.4337 -3.8739 -0.6387 -0.21
C -0.9971 -2.4913 -0.3727 -0.22
C 0.0162 -1.5680 0.2811 -0.43
C 1.2915 -1.4727 -0.5418 -0.41
C 1.8700 -2.8512 -0.8246 -0.43
C 0.8451 -3.7806 -1.4577 -0.21
C -0.1537 -4.5808 0.6694 -0.41
H -3.3923 -2.6117 -1.6693 0.21
H -3.9907 -3.2394 -3.1981 0.24
H -4.1215 -4.2171 -1.7371 0.21
H -1.4860 -3.4257 -3.1115 0.22
H -2.3119 -4.9525 -3.3024 0.24
H -0.8769 -5.6487 -1.6787 0.22
H -2.1845 -5.0811 -0.6390 0.22
H -1.2799 -2.0647 -1.3348 0.23
H -1.8864 -2.6134 0.2483 0.23
H -0.4243 -0.5727 0.3777 0.27
H 0.2464 -1.8968 1.2981 0.21
H 2.0269 -0.8588 -0.0184 0.25
H 1.0757 -0.9671 -1.4899 0.21
H 2.2639 -3.2854 0.0985 0.21
H 2.7248 -2.7546 -1.4980 0.25
H 1.2450 -4.7913 -1.5572 0.22
H 0.5694 -3.4128 -2.4474 0.23
H 0.2095 -5.5824 0.4429 0.23
H -1.0832 -4.6301 1.2347 0.23
H 0.5928 -4.0341 1.2365 0.24
```


(2)
ORCA calculation (ωB97M-V with the def2-TZVPD basis set) on one molecule with the formula C3H3NO3.

The value obtained for the energy above the lowest of the compared OMol25 structures with the same formula, charge and spin is 37.6 kcal/mol. The largest force on an atom comes out at 0.60 eV/Å. For the HOMO energy, the calculation gives -11.1 eV. The calculation puts the HOMO-LUMO gap at 10.404 eV.

```
10
Properties=species:S:1:pos:R:3:nbo_charge:R:1
H -0.4843 1.9007 -1.6188 0.36
N -1.1013 1.2430 -1.1411 -0.58
C -0.4580 0.5148 -0.3373 0.42
C -1.2345 -0.4409 0.5270 0.36
O -0.7330 -1.0356 1.4486 -0.48
O 0.8737 0.6316 -0.0855 -0.51
C 1.5788 -0.5042 0.2558 0.66
O 2.5980 -0.4287 0.8577 -0.51
H -2.2969 -0.5166 0.2509 0.16
H 1.1344 -1.4259 -0.1439 0.12
```


(3)
ORCA calculation (ωB97M-V with the def2-TZVPD basis set) on one molecule with the formula C16H16N4O4S2.

The value obtained for the energy above the lowest of the compared OMol25 structures with the same formula, charge and spin is 3.3 kcal/mol. The largest force on an atom comes out at 1.22 eV/Å. For the HOMO energy, the calculation gives -8.5 eV. The calculation puts the HOMO-LUMO gap at 8.737 eV.

```
42
Properties=species:S:1:pos:R:3:nbo_charge:R:1
C 5.0062 -2.0044 1.8682 -0.64
C 3.6987 -1.6634 2.5744 -0.08
O 3.2935 -0.3204 2.3462 -0.51
C 2.7314 0.0312 1.1700 0.42
C 2.4540 1.3986 1.0228 -0.29
C 1.8412 1.8702 -0.1177 -0.16
C 1.4755 0.9742 -1.1083 -0.39
S 0.6461 1.5533 -2.5694 2.30
O 0.2154 0.4285 -3.3479 -0.93
O 1.4225 2.5683 -3.2162 -0.93
N -0.7079 2.3884 -1.9566 -0.85
C -1.7379 1.6408 -1.3714 0.09
C -2.9939 1.5100 -1.9628 -0.19
C -3.9974 0.7967 -1.3428 -0.25
C -3.7831 0.1828 -0.1095 0.31
O -4.7889 -0.5049 0.4678 -0.66
C -2.5269 0.3269 0.4752 -0.24
S -2.2043 -0.3812 2.0896 0.27
C -1.0436 -1.5810 1.6194 0.18
N -0.9100 -2.1277 0.4315 -0.49
C 0.1026 -2.9975 0.6020 0.14
N 0.5975 -3.0199 1.8163 -0.30
N -0.1357 -2.1053 2.4729 -0.36
C -1.5183 1.0485 -0.1357 -0.15
C 1.7514 -0.3712 -0.9883 -0.14
C 2.3962 -0.8477 0.1398 -0.34
H 5.2989 -3.0200 2.1184 0.22
H 4.9014 -1.9236 0.7893 0.21
H 5.7893 -1.3216 2.1886 0.22
H 2.9022 -2.3626 2.2934 0.20
H 3.8403 -1.7145 3.6575 0.19
H 2.7341 2.0632 1.8246 0.23
H 1.6271 2.9185 -0.2507 0.24
H -1.0294 3.0040 -2.6922 0.41
H -3.1812 1.9762 -2.9185 0.22
H -4.9685 0.6912 -1.7988 0.23
H -4.4745 -0.9059 1.2925 0.49
H 0.4637 -3.6212 -0.1885 0.21
H 0.0130 -1.9128 3.4504 0.42
H -0.5672 1.1589 0.3578 0.23
H 1.4494 -1.0335 -1.7834 0.25
H 2.6152 -1.8999 0.2127 0.23
```


(4)
ORCA calculation (ωB97M-V with the def2-TZVPD basis set) on C8H13IN2 as an isolated structure.

The value obtained for the energy above the lowest of the compared OMol25 structures with the same formula, charge and spin is 48.6 kcal/mol. The largest force on an atom comes out at 5.26 eV/Å. For the HOMO energy, the calculation gives -8.1 eV. The calculation puts the HOMO-LUMO gap at 8.264 eV.

```
24
Properties=species:S:1:pos:R:3:nbo_charge:R:1
C 1.3639 -1.7307 -0.3258 0.12
C -0.7698 -0.0463 -0.9766 0.34
C -0.3625 -1.1699 -1.7265 -0.35
C 1.3427 0.2516 -0.0927 0.09
C -2.5670 1.4281 -0.0956 -0.62
C 1.4263 -0.0034 2.3946 -0.60
C -2.3112 0.0832 -0.8366 -0.44
C 2.0304 0.7262 1.1234 -0.48
N 0.4233 -2.0949 -1.0355 -0.43
N 0.0549 0.5483 -0.2105 -0.55
I 2.6087 0.5478 -1.8455 0.05
H 2.0395 -2.4268 0.2907 0.21
H -1.3003 -1.6944 -2.2117 0.21
H 0.2848 -0.8813 -2.6112 0.26
H -2.4530 1.4088 0.9640 0.22
H -3.5201 1.9308 -0.3848 0.21
H -1.7739 2.1035 -0.3923 0.22
H 0.3219 0.1014 2.2323 0.22
H 1.7688 0.5789 3.2567 0.21
H 1.8099 -0.9754 2.4994 0.20
H -2.7973 0.0159 -1.8317 0.22
H -2.5936 -0.9595 -0.3800 0.23
H 3.0917 0.4835 1.0680 0.22
H 1.8819 1.7747 1.1280 0.22
```